1.
Here is H3N2O2P in the gas phase from the Open Molecules 2025 dataset. Energies are from ωB97M-V/def2-TZVPD.

orbital gap: 9.08 eV
highest occupied orbital energy: -9.89 eV
charge: 0
E_tot: -16411.410 eV
energy above the lowest of the compared OMol25 structures with the same formula, charge and spin: 1.4652 eV
SMILES: NNP(=O)=O

Last column: Löwdin charge in e.
Positions of all 8 atoms, in Å:
N (-1.5144, -0.3183, -0.0765)  -0.10
N (-0.5007, 0.5882, 0.1364)  -0.24
P (1.3494, 0.0007, 0.2089)  0.64
O (2.1634, 1.1888, 0.2587)  -0.31
O (1.9339, -1.3454, 0.3760)  -0.30
H (-1.4087, -0.5359, -1.1896)  0.15
H (-1.3355, -1.0931, 0.5362)  0.06
H (-0.6873, 1.5152, -0.2501)  0.09

Atoms 1-2, force components in eV/Å:
N 0.333 0.097 -4.420
N 3.793 -1.090 1.396

---

2.
Here is H3N2O2P as an isolated structure from the Open Molecules 2025 dataset. Energies are from ωB97M-V/def2-TZVPD.

orbital gap: 10.19 eV
highest occupied orbital energy: -9.33 eV
charge: 0
E_tot: -16409.819 eV
energy above the lowest of the compared OMol25 structures with the same formula, charge and spin: 3.0562 eV

Last column: Löwdin charge in e.
Positions of all 8 atoms, in Å:
N (1.6295, -0.8386, -0.0430)  -0.08
N (-1.3568, 0.6489, 0.2146)  -0.13
O (0.8422, -0.0671, -1.1238)  -0.37
O (0.9438, -0.3316, 1.0598)  -0.38
P (0.3237, 0.9768, 0.2125)  0.87
H (1.1682, -1.7080, -0.2766)  0.09
H (-1.6821, -0.1714, -0.0857)  -0.02
H (-1.8686, 1.4910, 0.0423)  0.02

Atoms 1-2, force components in eV/Å:
N -0.062 0.018 -2.733
N 3.744 4.482 1.645

---

3.
Here is H3N2OS as an isolated structure from the Open Molecules 2025 dataset. Energies are from ωB97M-V/def2-TZVPD.

orbital gap: 7.31 eV
highest occupied orbital energy: -3.07 eV
charge: -1
E_tot: -15909.376 eV
energy above the lowest of the compared OMol25 structures with the same formula, charge and spin: 1.9453 eV

Last column: Löwdin charge in e.
Positions of all 7 atoms, in Å:
N (-1.3158, -2.1230, 1.0078)  -0.43
N (-2.3943, -2.4669, 0.5400)  -0.44
O (-0.6209, -1.1703, 0.6270)  -0.33
S (-3.0220, -1.2781, -0.7002)  0.35
H (1.3419, -0.4788, -1.5030)  0.01
H (-1.8327, -0.4993, -0.4018)  -0.16
H (1.3826, 0.1145, -2.0271)  0.01

Atoms 1-2, force components in eV/Å:
N 1.038 -2.164 1.661
N -1.675 0.243 -0.666

---

4.
Here is H3N2P in the gas phase from the Open Molecules 2025 dataset. Energies are from ωB97M-V/def2-TZVPD.

orbital gap (spin up / spin down): 9.51 / 7.41 eV
highest occupied orbital energy (spin up / spin down): -9.79 / -7.69 eV
charge: 0
E_tot: -12314.370 eV
energy above the lowest of the compared OMol25 structures with the same formula, charge and spin: 3.0903 eV
SMILES: [H]/N=P/N

Last column: Löwdin charge in e.
Positions of all 6 atoms, in Å:
H (2.5808, -0.7644, 0.1935)  -0.12
N (1.7541, -0.1498, 0.1324)  -0.22
P (-0.0268, -1.3170, -0.1426)  0.68
N (-0.9731, 0.0862, -0.0011)  -0.40
H (-0.5280, 0.9497, 0.2613)  -0.01
H (-2.0284, 0.1153, -0.3125)  0.08

Atoms 1-2, force components in eV/Å:
H -0.490 -0.353 -0.092
N -3.931 -2.287 -0.551

---

5.
Here is a 2-piece molecular cluster, H3N2PS overall from the Open Molecules 2025 dataset. Energies are from ωB97M-V/def2-TZVPD.

orbital gap (spin up / spin down): 7.57 / 5.83 eV
highest occupied orbital energy (spin up / spin down): -8.16 / -7.07 eV
charge: 0
E_tot: -23149.193 eV
energy above the lowest of the compared OMol25 structures with the same formula, charge and spin: 2.0267 eV

Last column: Löwdin charge in e.
Positions of all 7 atoms, in Å:
N (0.3331, -0.6107, -1.0277)  -0.04
N (0.0180, 0.5352, -0.4652)  -0.27
P (-0.9433, -1.6595, 1.9806)  0.12
S (-0.9115, 0.2745, 1.8061)  -0.02
H (-0.6671, 1.0588, -1.0262)  0.10
H (0.8374, 1.1093, -0.3264)  0.08
H (1.3334, -0.7076, -0.9412)  0.03

Atoms 1-2, force components in eV/Å:
N -0.448 -1.197 -0.696
N 0.699 1.603 -1.713

---

6.
Here is a 2-piece molecular cluster, H3N3 overall from the Open Molecules 2025 dataset. Energies are from ωB97M-V/def2-TZVPD.

orbital gap (spin up / spin down): 10.31 / 10.39 eV
highest occupied orbital energy (spin up / spin down): -10.44 / -9.46 eV
charge: 0
E_tot: -4511.381 eV
energy above the lowest of the compared OMol25 structures with the same formula, charge and spin: 8.5307 eV

Last column: Löwdin charge in e.
Positions of all 6 atoms, in Å:
N (1.1012, 0.3641, -0.3406)  -0.11
N (0.8024, -0.9298, 0.3149)  -0.10
N (0.3924, 0.2690, 0.8560)  -0.05
H (2.1146, 0.7426, -0.0619)  0.13
H (0.2075, -1.4470, -0.3868)  0.11
H (-2.2226, 1.2975, 0.4436)  0.02

Atoms 1-2, force components in eV/Å:
N 2.405 1.179 1.046
N 1.006 -0.561 -1.074

---

7.
Here is a 2-piece molecular cluster, H3N3O overall from the Open Molecules 2025 dataset. Energies are from ωB97M-V/def2-TZVPD.

orbital gap (spin up / spin down): 8.99 / 8.86 eV
highest occupied orbital energy (spin up / spin down): -9.33 / -9.31 eV
charge: 0
E_tot: -6559.392 eV
energy above the lowest of the compared OMol25 structures with the same formula, charge and spin: 5.9982 eV

Last column: Löwdin charge in e.
Positions of all 7 atoms, in Å:
N (1.5388, -1.3589, -0.0524)  0.08
N (-0.8824, 0.7332, 0.1405)  0.08
N (-0.6184, -0.5283, 0.2442)  -0.25
O (-1.4334, -1.4068, -0.1118)  -0.06
H (2.0573, -0.5164, -0.4081)  -0.09
H (-0.2619, 1.3715, 0.6388)  0.12
H (-1.7999, 1.1280, -0.0130)  0.11

Atoms 1-2, force components in eV/Å:
N 0.653 0.077 -0.166
N -0.559 1.490 0.271

---

8.
Here is H3N3O2 as an isolated structure from the Open Molecules 2025 dataset. Energies are from ωB97M-V/def2-TZVPD.

orbital gap: 5.60 eV
highest occupied orbital energy: 0.38 eV
charge: -2
E_tot: -8606.803 eV
energy above the lowest of the compared OMol25 structures with the same formula, charge and spin: 2.4878 eV

Last column: Löwdin charge in e.
Positions of all 8 atoms, in Å:
N (1.3005, -4.4327, -3.8451)  -0.35
N (-3.9860, 7.6547, 6.1722)  -0.14
N (-3.7599, 8.5780, 4.5632)  -0.48
O (-4.8199, 8.7552, 3.9550)  -0.11
O (-2.6483, 9.1332, 4.4753)  -0.13
H (2.1096, -4.8426, -3.4596)  -0.38
H (0.8780, -3.9326, -2.9829)  -0.27
H (-2.9857, 7.2424, 6.2416)  -0.14

Atoms 1-2, force components in eV/Å:
N -2.223 1.580 0.729
N 1.589 0.564 -2.752

---

9.
Here is H3N3O2 in the gas phase from the Open Molecules 2025 dataset. Energies are from ωB97M-V/def2-TZVPD.

orbital gap: 10.08 eV
highest occupied orbital energy: -9.20 eV
charge: 0
E_tot: -8608.921 eV
energy above the lowest of the compared OMol25 structures with the same formula, charge and spin: 0.9469 eV
SMILES: O=NNNO

Last column: Löwdin charge in e.
Positions of all 8 atoms, in Å:
O (2.4877, -0.0621, -0.2792)  -0.07
N (1.3495, 0.3223, -0.0623)  -0.13
N (0.4129, -0.5589, -0.0035)  -0.06
N (-0.9260, -0.1922, 0.2230)  -0.08
O (-1.1610, 1.1850, -0.0547)  -0.06
H (0.5971, -1.5637, -0.1314)  0.16
H (-1.1421, -0.3007, 1.2212)  0.13
H (-1.6182, 1.1702, -0.9131)  0.10

Atoms 1-2, force components in eV/Å:
O -0.730 -0.562 -0.023
N 0.940 1.391 0.338

---

10.
Here is H3N3O2S as an isolated structure from the Open Molecules 2025 dataset. Energies are from ωB97M-V/def2-TZVPD.

orbital gap (spin up / spin down): 7.75 / 7.75 eV
highest occupied orbital energy (spin up / spin down): -8.99 / -8.99 eV
charge: 0
E_tot: -19442.962 eV
energy above the lowest of the compared OMol25 structures with the same formula, charge and spin: 3.1742 eV

Last column: Löwdin charge in e.
Positions of all 9 atoms, in Å:
N (0.0576, 0.3953, -1.2161)  -0.25
N (-0.4354, 1.0173, 1.3058)  0.04
N (0.4957, 0.9942, 0.4414)  0.03
O (0.6260, 0.5148, -3.4200)  -0.49
O (1.9026, -1.1691, -1.9816)  -0.32
S (1.3485, 0.3833, -2.1369)  0.68
H (-0.1757, 1.5115, 2.0867)  0.08
H (-1.4607, 0.6395, 0.9927)  0.21
H (1.2842, -1.8595, -1.9264)  0.01

Atoms 1-2, force components in eV/Å:
N -2.267 1.501 6.190
N -1.653 -2.702 -6.353

---

11.
Here is a 2-piece molecular cluster, H3N3O2S overall from the Open Molecules 2025 dataset. Energies are from ωB97M-V/def2-TZVPD.

orbital gap (spin up / spin down): 9.71 / 7.34 eV
highest occupied orbital energy (spin up / spin down): -9.02 / -9.80 eV
charge: 0
spin multiplicity: 3
E_tot: -19442.479 eV
energy above the lowest of the compared OMol25 structures with the same formula, charge and spin: 0.1204 eV
⟨S²⟩: 2.009

Last column: Löwdin charge in e.
Positions of all 9 atoms, in Å:
N (-0.8308, -0.5887, 0.5968)  -0.01
N (0.0333, -0.9786, -0.2250)  0.04
N (1.3644, -0.4756, 0.0670)  -0.44
O (1.5281, -0.0165, 1.1907)  0.02
O (2.1657, -0.5359, -0.8216)  0.08
S (-1.1038, 1.9833, -0.7020)  0.36
H (-0.5570, -0.3409, 1.5166)  0.10
H (-1.7291, -0.9917, 0.4289)  0.12
H (-0.8710, 1.9446, -2.0514)  -0.26

Atoms 1-2, force components in eV/Å:
N -1.739 0.355 1.686
N 3.396 -0.919 -3.488

---

12.
Here is a 2-piece molecular cluster, H3N3O3 overall from the Open Molecules 2025 dataset. Energies are from ωB97M-V/def2-TZVPD.

orbital gap: 10.02 eV
highest occupied orbital energy: -10.70 eV
charge: 0
E_tot: -10655.572 eV
energy above the lowest of the compared OMol25 structures with the same formula, charge and spin: 4.2226 eV
SMILES: O=[N+]([O-])O.[H]/N=N/[H]

Last column: Löwdin charge in e.
Positions of all 9 atoms, in Å:
O (-2.1409, 0.3939, -1.1463)  0.08
N (-2.6136, 0.0985, -0.1149)  -0.55
O (-3.7224, -0.2547, 0.1382)  0.11
O (-1.8224, 0.1835, 0.9635)  0.00
H (-0.8610, 0.6815, 0.5884)  0.11
H (0.7252, 1.0429, -0.9884)  0.08
N (0.4717, 0.6760, -0.1085)  0.01
N (1.0353, -0.3636, 0.2064)  0.09
H (0.5311, -0.8799, 0.9288)  0.07

Atoms 1-2, force components in eV/Å:
O 1.028 0.712 -3.196
N -0.730 -0.338 2.843

---

13.
Here is a 2-piece molecular cluster, H3N3O3 overall from the Open Molecules 2025 dataset. Energies are from ωB97M-V/def2-TZVPD.

orbital gap (spin up / spin down): 9.17 / 9.17 eV
highest occupied orbital energy (spin up / spin down): -9.99 / -9.99 eV
charge: 0
E_tot: -10653.593 eV
energy above the lowest of the compared OMol25 structures with the same formula, charge and spin: 6.2021 eV

Last column: Löwdin charge in e.
Positions of all 9 atoms, in Å:
N (-0.4286, -0.8847, 0.1695)  0.13
N (0.9670, 0.3812, 0.6313)  -0.05
N (2.1018, -0.2176, 0.0945)  -0.47
O (2.2493, -1.3625, 0.1875)  0.14
O (2.8494, 0.6426, -0.3253)  0.07
O (0.6494, 1.5349, 0.1756)  0.02
H (-0.3881, -1.1334, 1.1445)  0.01
H (-1.3181, -0.3926, 0.0963)  0.03
H (1.1242, 1.7759, -0.6252)  0.12

Atoms 1-2, force components in eV/Å:
N 2.826 1.271 0.475
N -4.489 -4.419 1.292

---

14.
Here is a 3-piece molecular cluster, H3N3O3 overall from the Open Molecules 2025 dataset. Energies are from ωB97M-V/def2-TZVPD.

orbital gap (spin up / spin down): 8.73 / 9.90 eV
highest occupied orbital energy (spin up / spin down): -7.99 / -12.09 eV
charge: 0
spin multiplicity: 3
E_tot: -10656.878 eV
energy above the lowest of the compared OMol25 structures with the same formula, charge and spin: 0.1029 eV
⟨S²⟩: 2.009

Last column: Löwdin charge in e.
Positions of all 9 atoms, in Å:
N (0.3047, 1.5231, -1.7849)  0.01
N (-0.3234, 1.4374, -2.6586)  0.04
N (0.0880, 1.2581, 0.9226)  -0.17
O (-0.8784, 0.4387, 1.6323)  0.04
O (0.0980, -2.2504, -0.0993)  -0.02
O (0.5054, 2.1238, 1.5731)  0.06
H (0.1775, -1.7147, -0.8809)  0.02
H (-0.9376, -0.3183, 1.1615)  0.00
H (0.9658, -2.4976, 0.1343)  0.02

Atoms 1-2, force components in eV/Å:
N 1.078 0.165 1.101
N -1.040 -0.139 -1.374

---

15.
Here is H3NO2S in the gas phase from the Open Molecules 2025 dataset. Energies are from ωB97M-V/def2-TZVPD.

orbital gap: 9.58 eV
highest occupied orbital energy: -9.13 eV
charge: 0
E_tot: -16465.583 eV
energy above the lowest of the compared OMol25 structures with the same formula, charge and spin: 3.0985 eV
SMILES: NOSO

Last column: Löwdin charge in e.
Positions of all 7 atoms, in Å:
N (-0.6069, -0.1507, 1.5685)  -0.04
O (-0.7616, 0.1799, 0.2050)  -0.55
S (0.3342, -0.5136, -1.0345)  0.90
O (1.1657, 0.6706, -1.8600)  -0.47
H (0.2431, 0.0638, 2.0309)  0.06
H (-1.0236, -1.0242, 1.7798)  0.06
H (0.6492, 0.7742, -2.6897)  0.04

Atoms 1-2, force components in eV/Å:
N -0.967 0.894 -0.945
O 1.052 -0.105 -0.742

---

16.
Here is H3NO2S2 in the gas phase from the Open Molecules 2025 dataset. Energies are from ωB97M-V/def2-TZVPD.

orbital gap: 9.96 eV
highest occupied orbital energy: -9.60 eV
charge: 0
E_tot: -27300.607 eV
energy above the lowest of the compared OMol25 structures with the same formula, charge and spin: 1.8404 eV
SMILES: NO[S@H](=O)=S

Last column: Löwdin charge in e.
Positions of all 8 atoms, in Å:
N (-1.4150, 0.5431, 0.3527)  -0.02
O (-0.2531, 0.9911, -0.2609)  -0.37
S (0.9266, -0.3002, -0.2964)  0.33
O (0.4260, -1.4979, 0.3451)  -0.42
S (2.6167, 0.3671, 0.2350)  0.30
H (-1.9188, -0.1841, -0.0447)  0.06
H (-1.3502, 0.4849, 1.3289)  0.07
H (0.9677, -0.4041, -1.6597)  0.05

Atoms 1-2, force components in eV/Å:
N -0.175 2.690 -0.043
O 0.390 -2.364 0.300

---

17.
Here is H3NO4 in the gas phase from the Open Molecules 2025 dataset. Energies are from ωB97M-V/def2-TZVPD.

orbital gap: 11.26 eV
highest occupied orbital energy: -10.43 eV
charge: 0
E_tot: -9720.056 eV
energy above the lowest of the compared OMol25 structures with the same formula, charge and spin: 1.9851 eV
SMILES: OONOO

Last column: Löwdin charge in e.
Positions of all 8 atoms, in Å:
O (0.3846, -1.3766, 1.2056)  0.03
O (0.3210, -1.3949, -0.2871)  -0.08
N (-0.2819, -0.4396, -0.8615)  -0.08
O (0.4068, 0.8212, -0.7507)  -0.12
O (-0.0574, 1.7006, 0.2703)  0.01
H (1.2572, -1.2248, 1.3473)  0.02
H (-1.3008, -0.2131, -0.7172)  0.17
H (-0.7296, 2.1272, -0.2066)  0.06

Atoms 1-2, force components in eV/Å:
O -5.189 -0.452 -0.604
O 1.068 -1.957 0.718

---

18.
Here is a 2-piece molecular cluster, H3NOS overall from the Open Molecules 2025 dataset. Energies are from ωB97M-V/def2-TZVPD.

orbital gap (spin up / spin down): 7.81 / 7.75 eV
highest occupied orbital energy (spin up / spin down): -9.16 / -9.12 eV
charge: 0
E_tot: -14419.532 eV
energy above the lowest of the compared OMol25 structures with the same formula, charge and spin: 0.9478 eV
SMILES: O=S.N

Last column: Löwdin charge in e.
Positions of all 6 atoms, in Å:
O (-3.5450, -0.5748, -0.2009)  -0.71
S (-2.3906, 0.2046, 0.3540)  0.69
N (1.2657, 0.1549, 0.1177)  0.01
H (1.0748, 0.5594, -0.7684)  -0.01
H (2.0867, 0.5057, 0.5084)  -0.03
H (1.5084, -0.8497, -0.0107)  0.03

Atoms 1-2, force components in eV/Å:
O 0.767 0.556 0.384
S -0.714 -0.572 -0.383

---

19.
Here is a 2-piece molecular cluster, H3NOS overall from the Open Molecules 2025 dataset. Energies are from ωB97M-V/def2-TZVPD.

orbital gap: 8.51 eV
highest occupied orbital energy: -8.49 eV
charge: 0
E_tot: -14417.938 eV
energy above the lowest of the compared OMol25 structures with the same formula, charge and spin: 2.5414 eV

Last column: Löwdin charge in e.
Positions of all 6 atoms, in Å:
N (0.5948, -0.5357, 0.4398)  -0.49
O (-1.3914, 0.8710, 0.2592)  -0.40
S (-0.8128, -0.5934, -0.3734)  0.72
H (1.6284, 0.2526, -0.3837)  0.19
H (1.1631, -1.4752, 0.4076)  0.04
H (-1.1822, 1.4807, -0.3495)  -0.06

Atoms 1-2, force components in eV/Å:
N 6.019 0.135 -2.160
O -1.247 -4.701 2.958